1.
Here is a 16-piece molecular cluster, C3H40NO15S2 overall in a non-equilibrium geometry from OMol25. Energies are from ωB97M-V/def2-TZVPD.

Geometry as ORCA input:
```
! wB97M-V def2-TZVPD RIJCOSX def2/J DEFGRID3
* xyz 1 1
N -0.23 -0.99 -0.28
C -1.01 -0.75 1.12
C -2.46 -1.27 1.11
C -0.84 0.63 1.50
S 0.47 0.97 2.73
S 2.20 0.12 2.05
H 0.96 -0.57 -0.43
H -0.33 -1.93 -0.40
H -0.62 -0.38 -0.96
H -0.41 -1.47 1.74
H -2.82 -1.46 2.16
H -3.20 -0.81 0.48
H -2.40 -2.37 0.87
H -0.81 1.20 0.55
H -1.58 1.19 2.03
H 1.73 4.28 -1.22
H 3.78 2.50 -0.95
H 2.55 2.21 -0.15
O 3.03 2.84 -0.54
H -2.72 1.90 -0.24
H -1.58 3.00 -0.63
O -2.32 2.30 -0.81
H -2.62 2.03 -5.38
H -1.35 2.71 -4.97
O -2.29 2.57 -4.65
H 0.74 4.47 0.92
H 0.56 2.25 2.56
O 0.20 4.13 1.75
H 0.13 -1.30 5.47
H -1.05 -0.19 5.32
O -0.53 -0.90 4.92
H 2.81 -1.21 -0.46
H 2.15 -0.58 -1.77
O 2.25 -0.44 -0.75
H -1.72 -2.91 -3.57
H -1.77 -3.14 -5.21
O -1.31 -2.76 -4.44
H -2.01 1.27 -2.16
H -1.98 0.49 -3.25
O -1.34 0.72 -2.50
H 2.34 -3.59 2.08
H 3.18 -3.73 0.97
O 2.49 -4.16 1.40
H 0.51 -4.08 -0.97
H 1.67 -4.11 -1.77
O 1.34 -3.50 -1.09
H -1.26 -5.62 -0.75
H -0.35 -4.88 0.52
O -0.81 -4.84 -0.38
H -2.57 -4.05 3.14
H -1.34 -3.24 3.66
O -1.78 -3.51 2.92
H 1.03 -2.29 -3.17
H 1.01 -0.90 -3.70
O 1.48 -1.49 -3.13
H 0.02 4.97 2.22
H 1.28 5.73 -1.19
O 1.09 4.90 -0.73
H -1.62 4.13 -3.20
H -2.70 5.00 -2.50
O -1.87 4.55 -2.29
*
```

As for the largest force on an atom: 0.31840 hartree/bohr. The calculation puts the HOMO-LUMO gap at 0.2945 Ha. Its LUMO energy is -2.325 eV.


2.
Here is an isolated ion of composition C9H13NOP and charge +1 in a non-equilibrium geometry from OMol25. Energies are from ωB97M-V/def2-TZVPD.

Geometry as ORCA input:
```
! wB97M-V def2-TZVPD RIJCOSX def2/J DEFGRID3
* xyz 1 1
C 0.81 -2.32 -0.39
C 0.14 -1.77 0.84
C 0.53 -0.12 0.95
N -0.04 0.65 2.11
P 2.48 -0.06 1.29
O 2.39 0.52 2.64
C 0.11 0.60 -0.30
C 1.06 1.17 -1.18
C 0.72 2.02 -2.15
C -0.58 2.24 -2.49
C -1.55 1.64 -1.75
C -1.23 0.97 -0.57
H 1.87 -2.19 -0.53
H 0.68 -3.36 -0.23
H 0.41 -1.91 -1.27
H -0.96 -1.83 0.74
H 0.59 -2.23 1.87
H -0.39 0.00 2.78
H 0.68 1.08 2.70
H -0.60 1.29 1.60
H 2.08 0.78 -0.96
H 1.45 2.63 -2.54
H -0.91 2.81 -3.30
H -2.52 1.77 -2.12
H -1.88 0.72 0.24
*
```

As for the largest force on an atom: 0.08727 hartree/bohr. The calculation puts the HOMO-LUMO gap at 0.3022 Ha. The SMILES is CC[C@@]([NH3+])(P=O)c1ccccc1. Its LUMO energy is -4.961 eV.


3.
Here is C17H29N4NiO3PS2 as an isolated structure from OMol25. Energies are from ωB97M-V/def2-TZVPD.

Geometry as ORCA input:
```
! wB97M-V def2-TZVPD RIJCOSX def2/J DEFGRID3
* xyz 0 3
Ni 1.12 0.14 0.02
C 4.15 -3.06 1.12
C 3.00 -2.08 1.14
S 2.65 -1.34 -0.42
C 2.32 -1.74 2.25
C 2.60 -2.31 3.62
S 1.10 -0.48 2.18
H 4.41 -3.32 0.09
H 3.91 -3.98 1.65
H 5.04 -2.63 1.58
H 3.12 -1.59 4.24
H 3.21 -3.21 3.57
H 1.66 -2.55 4.13
N -0.08 -3.12 0.69
C -0.42 -3.16 -0.76
P -1.29 -1.55 -1.08
O -2.08 -1.38 0.19
O -0.27 -0.52 -1.49
C -2.35 -1.87 -2.46
N -1.21 2.45 -2.30
H -0.78 -2.51 1.15
H 0.85 -2.68 0.86
H -0.07 -4.04 1.12
H -1.09 -4.00 -0.94
H 0.50 -3.26 -1.34
H -3.15 -2.60 -2.40
H -2.27 -1.28 -3.37
H -0.94 1.48 -2.13
H -0.42 3.01 -1.98
H -1.25 2.57 -3.31
C 3.25 3.06 -2.96
C 3.32 3.24 -1.59
C 2.73 2.32 -0.73
C 2.06 1.22 -1.25
C 2.00 1.03 -2.62
C 2.59 1.95 -3.47
H 3.71 3.78 -3.63
H 3.84 4.10 -1.18
H 2.80 2.46 0.35
H 1.48 0.16 -3.01
H 2.54 1.79 -4.54
N -0.15 1.57 0.49
C -1.21 1.91 0.81
N -2.40 2.28 1.19
C -2.89 1.80 2.49
C -3.83 0.62 2.27
O -4.88 0.99 1.39
C -4.37 1.33 0.11
C -3.46 2.54 0.19
H -3.43 2.62 2.97
H -2.04 1.52 3.11
H -4.28 0.32 3.21
H -3.27 -0.22 1.84
H -5.24 1.56 -0.52
H -3.83 0.48 -0.31
H -4.02 3.42 0.53
H -2.98 2.75 -0.77
*
```

As for the largest force on an atom: 0.00761 hartree/bohr. The calculation puts the HOMO-LUMO gap (spin up / spin down) at 0.2575 / 0.2285 Ha. Its LUMO energy (spin up / spin down) is -0.030 / -1.007 eV.